1.
ORCA calculation (ωB97M-V/def2-TZVPD) on the ion C12H14F4NO3S with charge +1.

XYZ file:
```
35
Properties=species:S:1:pos:R:3:forces:R:3
O -3.7683 -1.5870 2.6300 4.49 1.10 -2.02
S -2.6876 -1.0551 1.7030 -7.50 0.20 0.44
O -3.3871 -0.3574 0.5644 3.52 -1.09 2.06
O -1.7858 0.0981 2.5219 0.35 -1.74 -1.15
C -1.7017 -2.4858 1.0627 1.28 -1.29 0.12
C -0.1327 -2.2007 0.8927 0.16 -0.87 -0.72
C 0.2388 -1.4447 -0.5041 -0.01 1.26 1.15
C 1.3406 -0.3196 -0.1128 2.48 -0.48 -0.25
C 2.8199 -0.8444 -0.0067 -0.54 5.06 1.20
C 3.9174 0.2059 0.4085 -3.04 0.44 -0.29
C 3.5147 1.6784 0.6788 -3.09 -1.57 -0.89
F 4.4023 2.7101 1.0386 -2.26 -2.99 -0.96
C 2.0118 2.0463 0.5401 2.55 -2.09 -0.02
N 1.0036 1.0565 0.1542 3.09 -1.12 0.80
C -0.4229 1.5807 0.0472 -0.06 0.68 -0.68
C -0.5162 2.3041 -1.3999 0.41 -0.60 -0.48
C -0.7394 1.1985 -2.5330 -2.76 -0.70 -0.89
F 0.3663 0.7578 -3.3471 -2.34 0.72 2.55
C -2.0126 0.5967 -2.7877 2.15 0.24 -0.18
F -2.0323 -0.6895 -3.4102 -0.71 3.86 1.41
F -3.2435 1.1993 -2.4814 3.46 -2.32 -0.61
H -0.9209 -0.2516 2.8387 -0.81 0.07 -0.03
H -2.2114 -2.8356 0.0836 0.73 1.06 1.56
H -1.8325 -3.3718 1.7973 0.02 1.81 -0.89
H 0.2861 -1.6492 1.8011 -0.57 -0.70 -1.26
H 0.4166 -3.2187 0.8585 -1.02 1.61 0.27
H -0.7176 -0.9795 -0.9211 1.51 -0.52 0.44
H 0.6612 -2.1585 -1.2915 -0.45 1.14 1.26
H 3.1047 -1.9408 -0.1924 -0.65 2.01 0.26
H 5.0006 -0.1246 0.5274 -1.65 0.59 -0.22
H 1.6819 3.1238 0.7674 0.36 -2.01 -0.49
H -1.2035 0.7538 0.1301 1.29 1.14 -0.10
H -0.5746 2.3027 0.9255 0.24 -1.01 -1.43
H -1.3584 3.0736 -1.3296 1.08 -1.20 -0.50
H 0.4824 2.8282 -1.6542 -1.71 -0.67 0.52
```
Forces are in eV/Å.

The spin multiplicity is 1. Its frontier orbital gap is 7.59 eV. The calculation puts the lowest unoccupied orbital energy at -5.26 eV. As for the charge: +1. As for the structure (SMILES): O=S(=O)(O)CCCc1ccc(F)c[n+]1CCC(F)=C(F)F.

Mulliken population analysis, charges in e, atoms 1 to 8: -0.592, 1.131, -0.564, -0.446, -0.770, -0.593, 0.045, 0.422

2.
ORCA calculation (ωB97M-V/def2-TZVPD) on a structure of composition C12H14MoN3O6.

XYZ file:
```
36
Properties=species:S:1:pos:R:3:forces:R:3
Mo 1.4618 -1.1305 -0.1990 0.50 -3.75 0.36
N 1.2855 -1.3420 2.0403 -0.02 -0.22 0.12
C 0.7133 -2.6971 2.2836 -0.25 -0.19 -0.11
C -0.1599 -3.1585 1.1136 0.32 0.10 0.53
O -0.9951 -4.0097 1.2330 0.00 0.02 -0.14
N 0.1879 -2.5330 -0.0782 -0.93 -0.70 -0.25
C -0.3612 -3.1023 -1.3170 0.17 0.13 -0.21
C 0.1384 -2.2344 -2.4781 -0.52 -0.40 0.14
O -0.3149 -2.2865 -3.5803 0.20 0.04 0.09
O 1.1180 -1.4074 -2.0917 0.21 0.43 -0.50
H 2.1406 -1.2512 2.5805 0.11 0.07 -0.05
H 0.6463 -0.6545 2.4267 -0.02 0.13 -0.01
H 0.1320 -2.7485 3.2015 0.03 0.05 0.02
H 1.5280 -3.4184 2.3554 0.04 0.04 0.02
H -1.4487 -3.1333 -1.3039 -0.02 0.04 0.03
H -0.0055 -4.1251 -1.4574 -0.03 -0.01 0.02
C 1.7197 2.6706 -0.6022 0.02 -0.12 0.05
C 0.5621 1.7735 -0.3326 0.22 -0.05 -0.11
O 0.8102 0.5297 -0.1940 -1.85 4.88 0.04
C -0.7897 2.2291 -0.2191 -0.36 -0.06 0.04
C -1.8318 1.3034 -0.0136 0.16 0.02 -0.05
C -3.1302 1.7400 0.1156 -0.10 -0.01 0.02
C -3.4140 3.1020 0.0435 0.11 -0.02 -0.03
C -2.3953 4.0252 -0.1666 -0.09 0.10 0.01
C -1.0918 3.5984 -0.3013 0.17 -0.09 -0.02
H 2.6354 2.0878 -0.6533 0.02 0.03 0.00
H 1.8099 3.4258 0.1802 -0.02 0.01 0.00
H 1.5735 3.1912 -1.5500 -0.04 0.00 0.00
H -1.6071 0.2455 0.0214 -0.05 -0.01 0.03
H -3.9307 1.0298 0.2699 0.01 -0.01 -0.01
H -4.4353 3.4437 0.1438 0.00 0.00 0.01
H -2.6230 5.0806 -0.2240 -0.01 -0.01 -0.01
H -0.3032 4.3192 -0.4711 -0.03 0.02 0.02
O 3.4373 -0.4703 -0.3077 0.84 0.08 -0.13
N 3.9405 -1.6271 -0.3000 0.09 -0.09 0.11
O 2.9969 -2.4654 -0.1679 1.09 -0.45 -0.03
```
Forces are in eV/Å.

The spin multiplicity is 3. Its frontier orbital gap (spin up / spin down) is 7.10 / 7.60 eV. The calculation puts the lowest unoccupied orbital energy (spin up / spin down) at -4.97 / -5.48 eV. As for the charge: +1.

Mulliken population analysis, charges in e, atoms 1 to 8: 0.834, -0.344, -0.452, 0.346, -0.564, 0.536, -0.469, 0.386

3.
ORCA calculation (ωB97M-V/def2-TZVPD) on a structure of composition C12H14N2.

XYZ file:
```
28
Properties=species:S:1:pos:R:3:forces:R:3
C 2.7990 0.6815 -0.6725 -2.11 5.77 -2.84
C 1.9156 1.4712 0.5485 3.63 0.82 4.23
C 0.5561 1.1276 0.2850 -1.31 1.22 -2.14
C -0.5565 1.9075 -0.0384 1.80 1.09 0.43
C -1.6028 0.9397 -0.1133 12.50 -0.90 -0.65
C -2.7908 1.0390 -0.2094 -18.13 3.84 2.18
C -3.6544 -0.0405 0.0983 1.62 -1.90 -2.26
C -3.0719 -1.3243 -0.0981 -4.84 1.09 2.86
C -1.7519 -1.5176 -0.0489 0.19 2.28 -1.38
C -1.0570 -0.3525 -0.0981 2.94 -0.82 0.91
C 1.2118 -1.3729 -0.0989 -2.89 -5.14 0.11
C 2.5318 -1.3829 0.5134 -2.21 6.13 2.01
H 1.8655 0.8982 -1.5603 2.80 -1.83 2.13
H 3.6038 1.3969 -1.2118 -1.47 -1.61 1.84
H 1.9805 0.8757 1.6629 0.74 1.79 -2.84
H 2.2188 2.6936 1.0104 -1.10 -3.78 -2.26
H -0.6511 3.0967 -0.2358 0.40 -3.29 0.99
H -3.4366 2.0424 -0.0193 2.12 -1.71 -0.95
H -4.7024 -0.0442 0.3733 0.08 0.70 -0.41
H -3.7904 -2.0740 0.2215 0.33 -0.74 -0.70
H -1.3331 -2.4220 -0.1946 1.35 -2.91 -0.02
H 1.4678 -1.9211 -1.0273 -0.96 1.83 -1.40
H 0.5198 -2.2232 0.2445 1.40 0.76 0.52
H 2.2300 -0.7204 1.4782 1.76 -1.93 -1.27
H 3.0162 -2.2338 0.7542 1.03 -3.03 0.63
H 4.1187 -0.4324 0.1072 3.86 0.77 1.51
N 0.3265 -0.2673 0.1234 -1.09 2.53 -0.56
N 3.3475 -0.5880 -0.4102 -2.44 -1.04 -0.67
```
Forces are in eV/Å.

The spin multiplicity is 1. Its frontier orbital gap is 8.68 eV. The calculation puts the lowest unoccupied orbital energy at 0.86 eV.

Mulliken population analysis, charges in e, atoms 1 to 8: -0.540, -0.485, 0.680, -1.756, 0.841, -0.125, -0.510, -0.776

4.
ORCA calculation (ωB97M-V/def2-TZVPD) on an isolated molecule of C12H14N6O2S.

XYZ file:
```
35
Properties=species:S:1:pos:R:3:forces:R:3
C 0.9731 -6.3700 1.4829 0.14 0.12 0.11
C 2.2251 -5.5547 1.7796 -0.07 -0.07 -0.21
C 2.8962 -5.0591 0.4969 0.38 -0.47 0.68
N 2.0546 -4.1156 -0.1736 -0.45 0.63 -0.60
N 1.4616 -4.3431 -1.3121 0.29 -0.96 -0.34
N 0.7655 -3.2997 -1.6034 -0.51 0.65 -0.26
C 0.9594 -2.4292 -0.5903 0.82 -1.16 0.43
N 0.3595 -1.2058 -0.5821 -0.57 0.72 -0.42
C 0.4453 -0.2832 0.3962 0.30 -0.15 0.39
S 1.2804 -0.4323 1.8016 0.10 0.19 0.37
N -0.2431 0.8984 0.1822 -0.22 0.24 -0.24
C -1.0094 1.2610 -0.9033 0.21 -0.24 0.12
O -1.1984 0.5108 -1.8485 -0.11 0.10 -0.07
C -1.5934 2.6015 -0.8551 -0.11 0.61 0.08
C -1.2532 3.6064 -0.0301 -0.21 -0.63 -0.51
C -1.8570 4.9020 -0.0716 0.40 0.92 0.83
C -1.5992 6.0219 0.6925 -0.06 -0.87 -0.45
C -2.4790 7.0222 0.2393 -0.46 -0.07 -0.50
C -3.2085 6.4491 -0.7632 0.11 0.88 0.50
O -2.8437 5.1797 -0.9570 0.05 -0.59 -0.21
N 1.7767 -2.9297 0.3275 -0.07 0.44 0.26
H 1.2184 -7.2467 0.8873 -0.03 -0.11 -0.07
H 0.5098 -6.7001 2.4089 -0.09 -0.06 0.05
H 0.2458 -5.7778 0.9322 -0.11 0.02 -0.06
H 2.9430 -6.1637 2.3305 0.06 0.06 0.03
H 1.9714 -4.6873 2.3917 0.10 -0.02 0.04
H 3.0674 -5.8792 -0.2030 0.02 0.13 0.03
H 3.8411 -4.5637 0.7349 -0.08 -0.06 -0.15
H -0.2229 -0.9665 -1.3938 0.14 -0.03 0.22
H -0.1554 1.5457 0.9545 0.01 -0.27 -0.11
H -2.3430 2.7709 -1.6153 -0.04 -0.02 -0.04
H -0.4773 3.5094 0.7175 0.07 -0.02 0.05
H -0.8719 6.1055 1.4741 0.18 -0.06 0.16
H -2.5616 8.0255 0.6030 -0.07 0.22 0.02
H -3.9888 6.8375 -1.3879 -0.10 -0.06 -0.13
```
Forces are in eV/Å.

The spin multiplicity is 1. Its frontier orbital gap is 7.79 eV. The calculation puts the lowest unoccupied orbital energy at -0.59 eV. As for the structure (SMILES): CCCn1nnc(NC(=S)NC(=O)/C=C/c2ccco2)n1.

Mulliken population analysis, charges in e, atoms 1 to 8: -1.090, -0.417, -0.663, 0.987, -0.599, -0.375, 0.384, -0.015

5.
ORCA calculation (ωB97M-V/def2-TZVPD) on the ion C12H14NO with charge +1.

XYZ file:
```
28
Properties=species:S:1:pos:R:3:forces:R:3
C 0.2901 -2.8155 1.4578 -0.53 -0.07 0.02
C -0.0387 -1.6898 2.2427 0.22 0.91 -1.36
C 0.5186 -2.8233 0.0884 1.06 -1.81 -1.93
C -0.4313 0.7790 2.4098 -0.43 -1.61 1.96
C -0.1230 -0.4447 1.6877 0.86 1.00 -0.91
C 0.3701 -1.6122 -0.5233 1.92 1.98 -0.87
C 0.1023 -0.3431 0.2492 -0.78 -1.17 -0.82
C -1.1552 1.8972 1.7411 3.00 0.00 -1.34
C 0.2796 2.0971 2.2320 0.75 0.26 -3.09
C 0.1430 0.0813 -1.9002 1.44 3.77 -1.37
C 1.2013 1.1208 -2.5208 1.46 -2.87 0.13
C -1.1032 0.0752 -2.8378 1.39 -1.30 -0.14
N -0.0548 0.6724 -0.5431 -0.06 -3.02 -1.13
O 0.7143 -1.2383 -1.7919 -1.84 -0.38 2.52
H 0.2909 -3.7591 1.9521 0.32 -0.61 0.41
H -0.1845 -1.6876 3.2821 -0.20 -0.80 1.24
H 0.9148 -3.7421 -0.5491 -1.17 1.95 1.75
H -0.7830 0.4872 3.4230 0.21 0.73 -0.59
H -1.1852 1.9116 0.6560 -0.56 -0.11 0.53
H -1.9495 2.2146 2.2703 -2.48 1.44 1.62
H 0.9329 1.9981 1.2674 -0.83 0.58 2.13
H 0.6545 2.8482 2.9539 -0.59 -1.10 -0.08
H 1.6277 0.6543 -3.4859 -1.03 0.99 1.20
H 2.0860 1.0547 -1.8156 -0.93 0.84 -0.73
H 0.7278 2.1064 -2.6399 0.44 -0.50 0.09
H -0.7956 0.5610 -3.7671 -0.34 0.54 0.35
H -1.9210 0.5928 -2.3179 -0.16 -0.79 -0.65
H -1.1288 -0.9961 -3.2208 -1.17 1.16 1.04
```
Forces are in eV/Å.

The spin multiplicity is 1. Its frontier orbital gap (spin up / spin down) is 6.99 / 6.99 eV. The calculation puts the lowest unoccupied orbital energy (spin up / spin down) at -6.40 / -6.40 eV. As for the charge: +1.

Mulliken population analysis, charges in e, atoms 1 to 8: -0.337, -1.163, -0.936, -0.289, 0.620, 0.484, 1.047, -0.644

6.
ORCA calculation (ωB97M-V/def2-TZVPD) on a structure of composition C12H14NO2.

XYZ file:
```
29
Properties=species:S:1:pos:R:3:forces:R:3
C 0.6190 3.8338 -1.0647 0.58 1.25 -0.61
C -0.1643 0.1996 -0.8913 0.32 0.51 0.23
C 0.2638 1.3492 -1.6232 -0.10 -0.43 0.07
C 0.3190 2.4316 -0.6919 -0.10 -0.22 0.15
C -0.0803 1.8906 0.5095 -0.17 0.37 -0.63
C -0.3231 -1.0126 -1.5423 -0.70 -0.61 -0.91
C -0.2589 -1.0467 -2.9363 -0.53 0.30 0.54
C -0.0747 0.1288 -3.6735 0.97 0.03 0.27
C 0.3593 1.2732 -3.0135 -1.03 0.36 -0.51
N -0.3989 0.5617 0.4119 0.97 -0.14 0.66
H -0.7476 -1.9116 -1.1016 0.45 0.17 0.52
H -0.4887 -1.9918 -3.4011 -0.10 -0.05 -0.32
H -0.1283 -0.0186 1.4319 -0.84 -0.11 -0.78
H -0.2618 0.1795 -4.7389 0.35 -0.26 -0.09
H -0.2351 2.4103 1.4417 0.15 -0.07 0.16
H 0.5404 2.1662 -3.6089 0.05 0.00 0.16
H -0.2166 4.4473 -1.4346 -0.27 -0.37 0.27
H 1.3265 3.9126 -1.9001 0.03 -0.47 -0.03
H 1.1176 4.4526 -0.3146 -0.22 -0.29 0.45
C -0.1059 -2.7726 2.2391 0.42 0.47 0.77
C 1.2062 -2.6238 1.4826 -0.33 0.57 -1.47
C -0.4270 -1.5364 3.1198 -0.29 -0.35 -0.52
O -0.0329 -0.4117 2.6652 0.29 0.45 0.46
O -1.0646 -1.7139 4.1537 0.09 -0.02 0.19
H -0.9854 -2.9043 1.6118 0.05 -0.26 -0.23
H -0.0415 -3.5720 2.9589 -0.20 -0.57 0.07
H 1.6991 -3.5325 1.1250 -0.07 -0.25 0.67
H 1.8787 -1.9600 2.0157 0.29 -0.25 0.20
H 1.0311 -2.1133 0.5253 -0.06 0.21 0.25
```
Forces are in eV/Å.

The spin multiplicity is 1. Its frontier orbital gap is 7.70 eV. The calculation puts the lowest unoccupied orbital energy at 3.41 eV. As for the charge: -1.

Mulliken population analysis, charges in e, atoms 1 to 8: -1.417, -0.311, 0.883, 0.567, -0.687, -0.233, -0.672, -0.651

7.
ORCA calculation (ωB97M-V/def2-TZVPD) on a structure of composition C12H15AuN3O6S.

XYZ file:
```
38
Properties=species:S:1:pos:R:3:forces:R:3
Au 0.2320 1.6172 1.0634 -0.06 0.35 0.37
O 0.2993 0.5357 3.8215 0.18 -0.26 -0.02
C -0.5098 1.4490 3.8012 -0.13 0.19 0.25
O -0.8555 2.1849 2.8141 0.23 -0.21 -0.40
H -1.0278 1.7230 4.7423 -0.10 0.05 -0.01
C 1.0268 -3.0846 3.7977 0.00 0.02 0.00
C 1.3482 -2.2985 2.5556 0.02 -0.07 0.03
C 0.5128 -2.3316 1.4487 -0.01 0.04 0.00
C 0.7930 -1.5726 0.3197 -0.01 0.06 0.06
C 1.9202 -0.7688 0.3053 0.12 -0.15 0.01
C 2.7820 -0.7390 1.3977 -0.09 0.00 -0.04
C 2.4895 -1.5004 2.5111 0.01 0.01 0.01
S 2.2409 0.3007 -1.0721 -0.09 -0.41 0.05
O 1.4017 -0.1556 -2.1635 0.17 0.07 -0.06
O 3.6660 0.3041 -1.3002 -0.06 0.07 -0.07
O 1.7773 1.6371 -0.5583 0.10 0.14 0.30
H 0.1086 -3.6583 3.6730 0.00 0.00 0.00
H 0.8952 -2.4149 4.6493 -0.02 0.05 -0.03
H 1.8327 -3.7805 4.0430 0.00 0.00 0.00
H -0.3936 -2.9248 1.4784 0.01 -0.02 -0.01
H 0.1272 -1.5682 -0.5307 -0.02 -0.01 -0.03
H 3.6509 -0.0956 1.3685 0.03 -0.01 0.00
H 3.1332 -1.4467 3.3818 0.01 -0.01 -0.01
C -2.1043 1.8354 -4.3995 -0.01 -0.02 0.04
N -1.9512 1.1761 -3.1308 -0.05 -0.10 -0.01
C -2.9228 0.2550 -2.5821 0.07 0.01 -0.10
C -2.4316 0.1194 -1.1303 0.14 0.14 -0.07
O -2.9343 -0.6234 -0.3212 -0.07 -0.09 0.08
N -1.3492 0.9501 -0.9624 -0.42 -0.39 0.45
C -1.1272 1.5365 -2.1130 0.56 0.48 -0.30
N -0.1514 2.4545 -2.2494 -0.64 0.06 -0.51
H -2.4408 1.1104 -5.1405 -0.01 0.00 -0.01
H -1.1549 2.2355 -4.7512 0.02 -0.01 0.04
H -2.8297 2.6555 -4.3592 -0.01 0.01 0.00
H -2.8944 -0.7185 -3.0750 -0.03 0.00 -0.03
H -3.9433 0.6455 -2.6125 0.00 0.03 0.02
H 0.5778 2.3612 -1.5408 0.14 -0.02 0.01
H 0.2065 2.5954 -3.1796 -0.02 -0.01 0.01
```
Forces are in eV/Å.

The spin multiplicity is 1. Its frontier orbital gap is 7.71 eV. The calculation puts the lowest unoccupied orbital energy at 2.61 eV. As for the charge: -1.

Mulliken population analysis, charges in e, atoms 1 to 8: 0.681, -0.485, 0.043, -0.676, 0.389, -1.486, 1.115, -0.648

8.
ORCA calculation (ωB97M-V/def2-TZVPD) on a cluster of 2 separate species, C12H15BCl4N2O2SSi in total.

XYZ file:
```
38
Properties=species:S:1:pos:R:3:forces:R:3
C 2.6386 -1.2339 0.1611 -0.43 0.77 -0.04
Si 2.4161 0.3079 -0.9720 -0.27 -1.02 0.37
C 4.0468 1.2894 -0.8986 0.45 0.27 -0.57
C 2.0256 -0.3425 -2.7195 0.61 -0.49 -0.40
C 0.9302 1.2744 -0.1946 -0.40 1.75 0.68
C 1.1985 2.5442 0.4755 -2.50 -2.13 -0.72
C 0.0560 3.2758 1.1082 -0.67 -1.98 -0.84
C -1.2645 2.7044 1.0320 1.59 0.15 -0.37
C -1.5815 1.4083 0.3433 1.24 1.75 0.50
N -2.8983 0.9846 0.3767 2.51 -2.24 -1.66
C -3.0072 -0.2191 -0.2578 -0.14 0.01 -0.35
B -4.4824 -0.9070 -0.2788 -0.57 -0.18 0.39
O -4.9614 -1.4120 0.9667 1.06 -0.63 -1.73
O -5.2711 -1.0317 -1.4261 1.04 -0.48 1.11
C -1.8876 -0.9701 -0.8940 0.35 1.77 0.02
S -2.2637 -2.5897 -1.6431 0.13 0.02 0.07
N -0.6028 -0.5347 -0.9156 -2.65 0.74 0.96
C -0.4547 0.6834 -0.2809 0.60 1.39 0.54
H 1.5861 -1.5752 0.3906 1.26 0.07 -0.10
H 3.2308 -2.0483 -0.3272 -0.46 0.66 0.57
H 3.1292 -0.8348 1.0961 -0.45 -0.79 -0.89
H 4.8923 0.5570 -1.0722 -0.89 0.71 0.27
H 4.2343 1.8110 0.0778 -0.17 -0.49 -0.89
H 4.1113 2.0350 -1.7443 -0.06 -0.59 0.95
H 1.2729 -1.1805 -2.6562 0.57 1.15 -0.10
H 2.9716 -0.8355 -3.1071 -0.88 0.63 0.35
H 1.7346 0.4490 -3.4583 0.06 -0.79 0.63
H 2.2579 2.8803 0.4851 -1.11 0.03 0.17
H 0.2183 4.2392 1.6590 -0.21 -1.10 -0.68
H -2.1049 3.2708 1.5061 0.76 -0.78 -0.54
H -4.2996 -2.0956 1.2064 -0.47 0.66 0.51
H -5.6976 -1.9113 -1.3728 -0.20 0.85 0.02
H -2.6547 -2.3785 -2.9533 0.31 0.59 1.03
Cl 1.8509 -1.7274 3.4036 -0.25 -0.03 0.16
C 0.0984 -1.5213 3.2558 0.01 0.15 0.13
Cl -0.5464 -2.7241 2.1206 0.05 0.09 0.07
Cl -0.6527 -1.7506 4.8465 0.04 0.00 -0.16
Cl -0.2693 0.1093 2.6611 0.14 -0.52 0.57
```
Forces are in eV/Å.

The spin multiplicity is 1. Its frontier orbital gap is 8.06 eV. The calculation puts the lowest unoccupied orbital energy at -0.90 eV. As for the structure (SMILES): C[Si](C)(C)c1cccc2nc(B(O)O)c(S)nc12.ClC(Cl)(Cl)Cl.

Mulliken population analysis, charges in e, atoms 1 to 8: -0.563, 0.457, -1.104, -0.982, 0.925, -0.326, -0.610, -0.346

no.,largest force on an atom (Eh/bohr)
1,0.146
2,0.101
3,0.363
4,0.029
5,0.083
6,0.031
7,0.016
8,0.073